Molecular formula: C4H4N2O2
Method: DFT, ωB97M-V/def2-TZVPD

CARTESIAN COORDINATES (ANGSTROEM)
C: -1.83265 -0.19901 -0.27426
C: -1.31045 -0.78995 0.88848
C: -0.88254 0.71155 -0.65762
C: 2.57892 -0.10674 -0.26341
N: -0.14262 -0.27089 1.19992
N: 0.10069 0.64388 0.27048
O: 2.06581 -1.10116 -0.52581
O: 1.22497 1.30317 0.24613
H: -2.75636 -0.42479 -0.76278
H: -1.73105 -1.57364 1.48427
H: -0.83244 1.40732 -1.46866
H: 3.51773 0.40026 -0.13673

## Properties
HOMO energy (alpha / beta) = -8.408 / -8.408 eV
Electronic energy = -11283.7209 eV
Spin multiplicity = 1
Energy above the lowest of the compared OMol25 structures with the same formula, charge and spin = 4.819 eV
Orbital gap (alpha / beta) = 8.3 / 8.3 eV

Formally, the Löwdin partial charges of the atoms, in units of the elementary charge, are as follows: atom 1 (C): -0.08, atom 2 (C): -0.17, atom 3 (C): -0.06, atom 4 (C): 0.05, atom 5 (N): 0.08, atom 6 (N): -0.33, atom 7 (O): 0.18, atom 8 (O): -0.09, atom 9 (H): 0.08, atom 10 (H): 0.09, atom 11 (H): 0.11, atom 12 (H): 0.13



Molecular formula: C11H18INO7S3
Method: DFT, ωB97M-V/def2-TZVPD

CARTESIAN COORDINATES (ANGSTROEM)
O: -2.04093 -1.94878 2.03418
C: -1.78723 -2.34697 0.98073
N: -1.52719 -2.81791 -0.11623
C: -0.91486 -1.80597 -0.91122
C: 0.35138 -1.56055 -1.08257
I: 1.97269 -2.55619 -0.26393
C: 0.40770 -0.36343 -2.00260
O: 1.35016 0.29262 -2.24008
O: -0.84501 -0.16293 -2.49363
C: -1.74007 -0.81721 -1.67827
O: -2.88290 -0.59390 -1.59246
C: -6.74369 -0.62336 -4.29852
S: -5.52049 -1.65101 -3.47009
O: -5.17200 -2.75406 -4.40261
C: -6.65298 -2.32924 -2.24773
H: -6.25567 -0.13012 -5.13616
H: -7.56092 -1.24553 -4.66417
H: -7.11829 0.12638 -3.60147
H: -7.47674 -2.83625 -2.75068
H: -7.02953 -1.52381 -1.61702
H: -6.10137 -3.04155 -1.63808
C: 5.00708 1.95223 -1.80977
S: 5.53738 2.26129 -0.11913
O: 5.86528 0.94470 0.48844
C: 3.91521 2.74551 0.49101
H: 5.86750 1.59627 -2.37252
H: 4.22308 1.19432 -1.81610
H: 4.64149 2.88016 -2.24956
H: 3.20068 1.93844 0.33155
H: 3.59039 3.64802 -0.02811
H: 3.99466 2.94933 1.55586
C: 3.60676 1.90745 4.87072
S: 3.13481 0.38219 4.04313
O: 2.33982 0.75775 2.84287
C: 1.97066 -0.15910 5.30336
H: 4.31011 2.43405 4.22921
H: 2.72357 2.52536 5.03498
H: 4.08708 1.67026 5.81981
H: 1.19578 0.59587 5.43781
H: 2.50369 -0.32810 6.23904
H: 1.52037 -1.09055 4.96730

## Properties
HOMO energy = -8.647 eV
Electronic energy = -68124.5306 eV
Spin multiplicity = 1
Orbital gap = 7.9 eV

Formally, the Löwdin partial charges of the atoms, in units of the elementary charge, are as follows: atom 1 (O): 0.23, atom 2 (C): -0.29, atom 3 (N): 0.20, atom 4 (C): -0.25, atom 5 (C): -0.58, atom 6 (I): 0.99, atom 7 (C): -0.49, atom 8 (O): 0.17, atom 9 (O): 0.16, atom 10 (C): -0.38, atom 11 (O): 0.20, atom 12 (C): -0.27, atom 13 (S): 0.79, atom 14 (O): -0.55, atom 15 (C): -0.27, atom 16 (H): 0.05, atom 17 (H): 0.06, atom 18 (H): 0.05, atom 19 (H): 0.06, atom 20 (H): 0.05, atom 21 (H): 0.05, atom 22 (C): -0.27, atom 23 (S): 0.79, atom 24 (O): -0.56, atom 25 (C): -0.27, atom 26 (H): 0.05, atom 27 (H): 0.05, atom 28 (H): 0.05, atom 29 (H): 0.05, atom 30 (H): 0.05, atom 31 (H): 0.03, atom 32 (C): -0.27, atom 33 (S): 0.80, atom 34 (O): -0.56, atom 35 (C): -0.27, atom 36 (H): 0.04, atom 37 (H): 0.06, atom 38 (H): 0.05, atom 39 (H): 0.06, atom 40 (H): 0.05, atom 41 (H): 0.05



Q: Number 1 is which compound?
A: C4H4N2O2



Q: Look up the spin multiplicity of the first one.
A: 1



Please write out number 1 again, unchanged.
Molecular formula: C4H4N2O2
Method: DFT, ωB97M-V/def2-TZVPD

CARTESIAN COORDINATES (ANGSTROEM)
C: -1.83265 -0.19901 -0.27426
C: -1.31045 -0.78995 0.88848
C: -0.88254 0.71155 -0.65762
C: 2.57892 -0.10674 -0.26341
N: -0.14262 -0.27089 1.19992
N: 0.10069 0.64388 0.27048
O: 2.06581 -1.10116 -0.52581
O: 1.22497 1.30317 0.24613
H: -2.75636 -0.42479 -0.76278
H: -1.73105 -1.57364 1.48427
H: -0.83244 1.40732 -1.46866
H: 3.51773 0.40026 -0.13673

## Properties
HOMO energy (alpha / beta) = -8.408 / -8.408 eV
Electronic energy = -11283.7209 eV
Spin multiplicity = 1
Energy above the lowest of the compared OMol25 structures with the same formula, charge and spin = 4.819 eV
Orbital gap (alpha / beta) = 8.3 / 8.3 eV

Formally, the Löwdin partial charges of the atoms, in units of the elementary charge, are as follows: atom 1 (C): -0.08, atom 2 (C): -0.17, atom 3 (C): -0.06, atom 4 (C): 0.05, atom 5 (N): 0.08, atom 6 (N): -0.33, atom 7 (O): 0.18, atom 8 (O): -0.09, atom 9 (H): 0.08, atom 10 (H): 0.09, atom 11 (H): 0.11, atom 12 (H): 0.13



Q: What is the formula in the second record?
A: C11H18INO7S3